[1]
Entry from the OMol25 dataset: a molecular structure, C39H42CdN7O3S6 (the ωB97M-V functional and the def2-TZVPD basis).

Summary:
HOMO (spin up / spin down): -4.39 / -3.81 eV
charge: -1
HOMO-LUMO gap (spin up / spin down): 6.41 / 5.18 eV

Cartesian coordinates (Å):
Cd (-1.2112, 0.7777, 0.7743)
C (-1.7484, 6.2284, -0.9051)
C (-2.7255, 5.5953, -1.6662)
C (-2.8291, 4.2127, -1.6880)
C (-1.9464, 3.4357, -0.9313)
C (-0.9594, 4.0720, -0.1772)
C (-0.8644, 5.4533, -0.1638)
N (-1.9946, 2.0320, -0.8986)
N (-2.9217, 1.5029, -1.6670)
C (-2.9593, 0.1534, -1.6457)
C (-3.9496, -0.4777, -2.4478)
C (-4.0422, -1.8386, -2.4636)
C (-3.1542, -2.6103, -1.6765)
C (-2.2330, -1.9334, -0.9190)
N (-2.1071, -0.5992, -0.9024)
H (-1.6746, 7.3095, -0.8930)
H (-3.4189, 6.1882, -2.2520)
H (-3.5946, 3.7161, -2.2652)
H (-0.2458, 3.4747, 0.3759)
H (-0.0947, 5.9267, 0.4345)
H (-4.6132, 0.1607, -3.0176)
H (-4.7967, -2.3261, -3.0707)
H (-3.2027, -3.6908, -1.6466)
H (-1.5425, -2.4717, -0.2778)
O (-6.5689, 5.1418, 4.0774)
C (-5.8371, 4.3745, 3.5034)
S (-6.3233, 3.3624, 2.1423)
C (-4.8146, 2.4692, 1.9418)
C (-3.7461, 2.9021, 2.7635)
S (-2.1457, 2.4133, 2.7836)
S (-4.1366, 4.1496, 3.9350)
S (-4.8022, 1.2248, 0.8457)
C (5.0879, 3.2364, 5.8671)
C (4.2889, 2.6003, 4.7575)
C (2.9342, 2.8825, 4.6020)
C (2.1933, 2.2933, 3.5907)
C (2.8166, 1.4073, 2.7214)
C (4.1637, 1.1038, 2.8568)
C (4.8898, 1.7069, 3.8734)
S (1.8571, 0.6951, 1.4268)
O (1.4366, 1.7944, 0.5880)
O (2.6747, -0.3578, 0.8556)
N (0.5162, 0.1554, 2.0741)
C (0.4613, -0.9472, 2.9295)
C (1.4951, -1.4320, 3.6952)
C (1.3096, -2.5180, 4.5817)
C (0.1027, -3.1312, 4.7156)
C (-0.9846, -2.6824, 3.9255)
C (-2.2633, -3.2836, 3.9805)
C (-3.2586, -2.8429, 3.1652)
C (-2.9827, -1.7860, 2.2726)
N (-1.8193, -1.1929, 2.2093)
C (-0.8107, -1.6122, 3.0268)
H (4.5445, 4.0657, 6.3198)
H (6.0412, 3.6165, 5.4961)
H (5.3090, 2.5136, 6.6559)
H (2.4509, 3.5740, 5.2834)
H (1.1364, 2.5115, 3.4757)
H (4.6214, 0.4047, 2.1689)
H (5.9450, 1.4787, 3.9833)
H (2.4722, -0.9739, 3.6313)
H (2.1546, -2.8588, 5.1680)
H (-0.0400, -3.9576, 5.4027)
H (-2.4317, -4.0972, 4.6779)
H (-4.2466, -3.2836, 3.1832)
H (-3.7463, -1.4161, 1.6009)
C (4.3020, -2.0281, -2.2039)
C (3.8387, -3.4830, -2.0755)
C (2.3594, -3.7341, -2.3740)
C (1.3754, -3.0743, -1.4075)
N (1.3108, -1.6266, -1.5153)
C (0.8501, -0.9214, -2.5785)
S (1.3120, 0.6793, -2.7720)
N (0.0704, -1.6268, -3.4354)
C (-0.7024, -1.0238, -4.5165)
C (-0.7076, -1.9204, -5.7582)
C (0.4429, -1.6244, -6.7216)
C (1.8243, -1.8726, -6.1136)
H (5.3935, -1.9763, -2.2280)
H (3.9667, -1.4034, -1.3759)
H (3.9222, -1.5682, -3.1209)
H (4.0657, -3.8556, -1.0703)
H (4.4214, -4.0991, -2.7668)
H (2.1702, -4.8125, -2.3488)
H (2.1306, -3.3960, -3.3897)
H (1.6617, -3.2919, -0.3763)
H (0.3852, -3.5180, -1.5424)
H (1.8664, -1.0787, -0.8708)
H (-0.3472, -2.4597, -3.0483)
H (-0.2360, -0.0632, -4.7321)
H (-1.7161, -0.8186, -4.1733)
H (-1.6627, -1.8096, -6.2782)
H (-0.6464, -2.9685, -5.4406)
H (0.3718, -0.5767, -7.0338)
H (0.3218, -2.2283, -7.6266)
H (1.9983, -1.2320, -5.2445)
H (2.6169, -1.6700, -6.8375)
H (1.9251, -2.9132, -5.7881)

[2]
Entry from the OMol25 dataset: a molecular structure, C39H42FIrN5O7SSiTe (the ωB97M-V functional and the def2-TZVPD basis).

Summary:
HOMO (spin up / spin down): -11.77 / -11.81 eV
multiplicity: 2
charge: +2
HOMO-LUMO gap (spin up / spin down): 6.88 / 5.92 eV
<S²>: 0.754

Cartesian coordinates (Å):
Ir (-1.1581, -0.7111, 1.0429)
C (-2.3260, 3.9840, 4.1064)
Si (-0.7689, 4.2847, 3.1391)
C (-1.1094, 5.0088, 1.4591)
C (0.3934, 5.3737, 4.0990)
C (0.1195, 2.6206, 2.8859)
C (1.4267, 2.4111, 3.2988)
C (2.0904, 1.1870, 3.1177)
C (1.4145, 0.1464, 2.5383)
N (0.1332, 0.3198, 2.1612)
C (-0.4963, 1.5118, 2.2813)
S (-2.0892, 1.3459, 1.5769)
H (-2.7629, 4.9364, 4.4182)
H (-2.1120, 3.4083, 5.0106)
H (-3.0779, 3.4455, 3.5276)
H (-1.5282, 6.0143, 1.5519)
H (-1.8189, 4.4018, 0.8927)
H (-0.1831, 5.0841, 0.8834)
H (-0.0851, 6.3389, 4.2837)
H (1.3222, 5.5724, 3.5587)
H (0.6463, 4.9472, 5.0728)
H (1.9654, 3.2193, 3.7805)
H (3.1156, 1.0547, 3.4331)
H (1.8365, -0.8324, 2.3581)
C (4.3521, -1.3141, -4.3321)
C (2.8827, -1.6237, -4.5584)
N (2.0253, -1.0793, -3.4877)
C (1.7440, -1.8597, -2.4401)
C (0.9961, -1.4914, -1.3501)
C (0.8597, -2.5404, -0.2677)
O (1.3345, -3.6403, -0.4480)
O (0.3128, -2.1421, 0.8436)
C (0.4610, -0.1870, -1.3202)
O (-0.2786, 0.3266, -0.4274)
C (0.7634, 0.6760, -2.4523)
C (0.2514, 1.9790, -2.4975)
C (0.5320, 2.7904, -3.5526)
F (-0.0297, 4.0140, -3.5876)
C (1.3633, 2.3838, -4.6181)
C (1.8699, 1.0972, -4.5672)
C (1.5556, 0.2275, -3.5128)
N (1.7063, 3.2295, -5.6937)
C (1.6677, 2.7108, -7.0544)
C (2.9342, 3.1620, -7.7863)
N (3.3685, 4.4793, -7.1881)
C (2.1722, 5.3214, -6.8452)
C (1.4421, 4.6682, -5.6633)
H (4.9486, -1.7270, -5.1452)
H (4.7003, -1.7589, -3.3998)
H (4.5329, -0.2391, -4.2807)
H (2.7045, -2.6963, -4.5787)
H (2.5254, -1.2358, -5.5096)
H (2.1391, -2.8691, -2.4585)
H (-0.3925, 2.3289, -1.7004)
H (2.5459, 0.7723, -5.3435)
H (0.7750, 3.0720, -7.5771)
H (1.6154, 1.6273, -7.0622)
H (2.7617, 3.3245, -8.8482)
H (3.7638, 2.4699, -7.6608)
H (4.0001, 4.9699, -7.8207)
H (3.8820, 4.2877, -6.3266)
H (1.5660, 5.3696, -7.7470)
H (2.5095, 6.3250, -6.6000)
H (0.3825, 4.9208, -5.7418)
H (1.8148, 5.0786, -4.7275)
O (-2.7395, -1.1132, -0.2031)
C (-3.3904, -2.1605, -0.3540)
C (-3.3907, -3.2773, 0.5307)
C (-4.1612, -4.3976, 0.1663)
C (-4.1813, -5.4854, 0.9832)
C (-3.4565, -5.5162, 2.1800)
C (-2.7128, -4.4305, 2.5587)
C (-2.6565, -3.2747, 1.7468)
O (-1.9049, -2.2895, 2.1621)
N (-4.9702, -6.6664, 0.5903)
O (-4.9348, -7.6243, 1.3318)
O (-5.5985, -6.5964, -0.4449)
H (-4.0583, -2.1899, -1.2199)
H (-4.7336, -4.4033, -0.7521)
H (-3.4911, -6.4098, 2.7874)
H (-2.1279, -4.4491, 3.4696)
C (-2.7971, -2.4345, 5.2622)
Te (-1.7108, -0.9127, 4.2826)
C (-0.0499, -2.2136, 4.4330)
C (-0.4404, -3.2622, 5.4494)
C (0.5140, -4.1244, 5.9819)
C (0.1492, -5.0647, 6.9305)
C (-1.1705, -5.1475, 7.3589)
C (-2.1256, -4.2966, 6.8293)
C (-1.7648, -3.3553, 5.8690)
H (-3.4011, -2.9285, 4.4987)
H (-3.4705, -1.9903, 5.9938)
H (0.8255, -1.6384, 4.7315)
H (0.1075, -2.6134, 3.4283)
H (1.5440, -4.0574, 5.6534)
H (0.8960, -5.7278, 7.3460)
H (-1.4521, -5.8696, 8.1135)
H (-3.1543, -4.3602, 7.1630)

[3]
Entry from the OMol25 dataset: a molecular structure, C39H42GeIrN3O (the ωB97M-V functional and the def2-TZVPD basis).

Summary:
HOMO (spin up / spin down): -13.36 / -14.14 eV
multiplicity: 5
charge: +2
HOMO-LUMO gap (spin up / spin down): 8.60 / 6.73 eV
<S²>: 6.045

Cartesian coordinates (Å):
Ir (0.1796, 0.1245, 0.1239)
O (2.3427, -0.0622, 0.1598)
C (2.9177, -0.9089, 1.0902)
C (3.8862, -1.8089, 0.6790)
C (4.4727, -2.6547, 1.6065)
C (4.0875, -2.6054, 2.9408)
C (3.1201, -1.7038, 3.3450)
C (2.5260, -0.8333, 2.4295)
C (1.5282, 0.1415, 2.8765)
N (0.4906, 0.5985, 2.1812)
C (-0.1972, 1.4830, 2.9885)
C (0.4376, 1.5619, 4.1817)
N (1.5197, 0.7184, 4.0905)
H (4.1693, -1.8413, -0.3655)
H (5.2265, -3.3605, 1.2847)
H (4.5336, -3.2758, 3.6621)
H (2.8029, -1.6927, 4.3812)
H (-1.0903, 1.9842, 2.6562)
H (0.2213, 2.1286, 5.0699)
H (2.2242, 0.5861, 4.7985)
C (-2.6112, 4.2605, -0.5943)
C (-3.0411, 2.8359, -0.7943)
C (-4.3902, 2.5365, -1.0398)
C (-4.8388, 1.2219, -1.2329)
C (-6.2879, 0.9515, -1.5213)
C (-3.9364, 0.1843, -1.1596)
C (-2.5520, 0.4258, -0.9049)
C (-2.1479, 1.7984, -0.7572)
N (-1.5960, -0.5009, -0.7403)
C (-1.5847, -1.9720, -0.9424)
C (-2.9179, -2.7113, -1.1110)
C (-2.6597, -4.2210, -1.2450)
C (-1.9457, -4.7545, -0.0031)
C (-0.6022, -4.0371, 0.1488)
C (0.2650, -4.2662, -1.0918)
C (-0.4659, -3.7493, -2.3351)
C (-1.8031, -4.4774, -2.4872)
C (-0.7177, -2.2451, -2.1863)
C (-0.8784, -2.5395, 0.3036)
H (-3.0656, 4.6678, 0.3104)
H (-2.9322, 4.8876, -1.4270)
H (-1.5285, 4.3391, -0.4978)
H (-5.1061, 3.3493, -1.0928)
H (-6.9248, 1.7417, -1.1285)
H (-6.6067, 0.0038, -1.0897)
H (-6.4532, 0.8979, -2.5991)
H (-4.3076, -0.8172, -1.2620)
H (-1.0848, 2.0304, -0.6727)
H (-3.4172, -2.3817, -2.0230)
H (-3.5734, -2.5187, -0.2565)
H (-3.6253, -4.7170, -1.3552)
H (-1.7838, -5.8301, -0.0986)
H (-2.5597, -4.5987, 0.8885)
H (-0.0856, -4.3939, 1.0420)
H (0.4788, -5.3313, -1.2010)
H (1.2283, -3.7560, -0.9786)
H (0.1497, -3.9129, -3.2215)
H (-1.6343, -5.5492, -2.6098)
H (-2.3222, -4.1296, -3.3847)
H (-1.2270, -1.8440, -3.0676)
H (0.2378, -1.7161, -2.0848)
H (0.1120, -2.0430, 0.4513)
H (-1.4825, -2.3426, 1.1936)
Ge (3.2580, 1.4808, -0.4704)
C (1.8167, 2.0125, -1.6448)
C (1.2197, 1.0484, -2.4730)
C (0.1943, 1.3972, -3.3422)
C (-0.2350, 2.7155, -3.4051)
C (0.3588, 3.6826, -2.6033)
C (1.3732, 3.3354, -1.7215)
C (3.5619, 2.5596, 1.0816)
C (2.5220, 3.2745, 1.6818)
C (2.7510, 4.0092, 2.8343)
C (4.0204, 4.0309, 3.4003)
C (5.0587, 3.3179, 2.8181)
C (4.8315, 2.5861, 1.6615)
H (4.5109, 0.8634, -1.0771)
H (1.5997, 0.0310, -2.4823)
H (-0.2488, 0.6475, -3.9852)
H (-1.0214, 2.9951, -4.0944)
H (0.0411, 4.7147, -2.6775)
H (1.8397, 4.1043, -1.1169)
H (1.5248, 3.2625, 1.2522)
H (1.9467, 4.5755, 3.2862)
H (4.2035, 4.6170, 4.2918)
H (6.0473, 3.3412, 3.2574)
H (5.6523, 2.0421, 1.2076)

[4]
Entry from the OMol25 dataset: a molecular structure, C39H42IrN6O4SSb (the ωB97M-V functional and the def2-TZVPD basis).

Summary:
HOMO (spin up / spin down): -15.66 / -15.68 eV
multiplicity: 6
charge: +3
HOMO-LUMO gap (spin up / spin down): 8.62 / 5.28 eV
<S²>: 8.788

Cartesian coordinates (Å):
Ir (0.7523, 0.8539, -1.0378)
N (-3.1953, 1.3794, -4.1282)
C (-3.1527, 1.8855, -2.7409)
C (-1.8857, 1.2439, -2.1183)
O (-1.5668, 1.4947, -0.9399)
O (-1.2278, 0.5225, -2.8888)
H (-4.0034, 0.7855, -4.3283)
H (-2.2826, 0.7950, -4.1339)
H (-3.1535, 2.1182, -4.8360)
H (-4.0442, 1.6262, -2.1732)
H (-3.0298, 2.9688, -2.7116)
C (-4.6579, 0.5090, 0.6019)
C (-4.6702, -0.2927, 1.8672)
C (-5.8199, -0.4077, 2.6435)
C (-5.8105, -1.1393, 3.8180)
C (-4.6533, -1.7716, 4.2387)
C (-3.4954, -1.6674, 3.4823)
C (-3.5276, -0.9410, 2.3085)
Sb (-1.6208, -0.8273, 1.2544)
C (-0.5989, 0.0018, 3.0101)
C (-0.9164, 1.3450, 3.1742)
C (-0.5247, 2.0200, 4.3130)
C (0.2008, 1.3474, 5.2857)
C (0.5021, 0.0096, 5.1148)
C (0.1106, -0.6971, 3.9748)
C (0.4618, -2.1478, 3.8890)
C (-1.1323, -2.9085, 0.7503)
C (0.2071, -3.2735, 0.7701)
C (0.5723, -4.5903, 0.5643)
C (-0.4080, -5.5386, 0.3093)
C (-1.7327, -5.1565, 0.2269)
C (-2.1210, -3.8298, 0.4144)
C (-3.5626, -3.4628, 0.2824)
H (-5.6414, 0.9187, 0.3935)
H (-4.3535, -0.1216, -0.2371)
H (-3.9460, 1.3323, 0.6852)
H (-6.7224, 0.0917, 2.3279)
H (-6.7073, -1.2078, 4.4140)
H (-4.6364, -2.3417, 5.1544)
H (-2.5903, -2.1581, 3.8114)
H (-1.4844, 1.8595, 2.4082)
H (-0.7969, 3.0555, 4.4462)
H (0.5137, 1.8612, 6.1820)
H (1.0409, -0.5250, 5.8834)
H (0.4033, -2.5964, 4.8781)
H (1.4886, -2.2687, 3.5412)
H (-0.1992, -2.7032, 3.2255)
H (0.9664, -2.5310, 0.9793)
H (1.6121, -4.8759, 0.6037)
H (-0.1382, -6.5744, 0.1713)
H (-2.4895, -5.8915, -0.0008)
H (-4.0710, -4.1466, -0.3925)
H (-3.6859, -2.4451, -0.0929)
H (-4.0609, -3.5374, 1.2495)
O (6.0569, 4.2803, -7.0062)
C (5.9522, 3.3475, -6.0879)
O (6.8035, 2.5277, -5.8823)
C (4.6804, 3.2537, -5.2791)
C (4.7916, 2.7124, -3.9934)
C (3.6702, 2.4935, -3.2279)
C (2.4091, 2.8006, -3.7494)
S (0.9470, 2.5493, -2.8658)
C (2.2959, 3.3474, -5.0375)
C (3.4240, 3.5593, -5.8033)
H (5.3383, 4.9289, -7.0511)
H (5.7772, 2.4785, -3.6223)
H (3.7444, 2.0938, -2.2265)
H (1.3208, 3.5909, -5.4289)
H (3.3141, 3.9505, -6.8045)
N (0.2829, 3.7019, 0.3564)
C (1.1561, 3.0561, 1.1468)
C (1.8326, 3.7223, 2.1899)
C (2.6500, 3.0106, 3.0272)
C (2.8033, 1.6358, 2.8182)
C (2.1708, 1.0636, 1.7447)
N (1.3777, 1.7481, 0.9022)
H (0.0910, 4.6782, 0.5046)
H (-0.3284, 3.1674, -0.2442)
H (1.6865, 4.7827, 2.3105)
H (3.1688, 3.4981, 3.8350)
H (3.4230, 1.0414, 3.4656)
H (2.2855, 0.0086, 1.5362)
N (4.5758, -3.2110, -0.8699)
C (3.4050, -2.7817, -1.3348)
C (2.8757, -1.4927, -1.0365)
N (1.6993, -1.1112, -1.5006)
C (1.0051, -1.9582, -2.2660)
C (1.5190, -3.2218, -2.5433)
N (2.6755, -3.6152, -2.0798)
H (5.2272, -2.6162, -0.3853)
H (4.8894, -4.1286, -1.1437)
H (3.4365, -0.8011, -0.4255)
H (0.0702, -1.6136, -2.6726)
H (0.9809, -3.9263, -3.1578)

ΔE to the lowest compared entry with this formula, charge and spin for every record listed, in sequence, given in kcal per mole: 39.2, 49.4, 0.0, 30.0.